No. 1
{
  "formula": "C31H34KN2P2S3",
  "method": "wB97M-V/def2-TZVPD",
  "total_energy_ev": -103090.2131,
  "multiplicity": 1,
  "orbital_gap_ev": 5.48,
  "total_charge": -1,
  "homo_energy_ev": -3.63,
  "symbols": ["C", "K", "H", "C", "H", "H", "C", "H", "C", "S", "C", "H", "C", "H", "C", "C", "P", "C", "H", "H", "H", "H", "H", "H", "S", "H", "H", "H", "C", "N", "H", "H", "H", "C", "H", "H", "H", "H", "C", "H", "N", "C", "C", "C", "C", "C", "C", "C", "P", "H", "H", "H", "H", "H", "C", "C", "C", "C", "H", "S", "H", "C", "C", "H", "C", "C", "H", "H", "C", "C", "C", "C", "H"],
  "positions_angstrom": [[-2.277, 0.030, 3.558], [2.043, 1.292, -1.249], [-1.044, -5.447, -3.211], [5.068, 2.780, -0.335], [1.964, 3.991, -0.694], [2.366, 5.167, 1.256], [-0.041, -3.222, 3.178], [4.455, 2.459, 2.513], [-4.208, -0.321, -3.667], [2.499, -1.893, -0.661], [-0.397, -1.647, -3.184], [1.554, -2.298, 2.056], [1.887, 3.277, 2.139], [5.925, 2.758, -1.013], [4.754, 0.787, 1.133], [-0.867, -4.377, -3.207], [-1.240, 0.946, -0.311], [-0.194, -2.537, 0.857], [4.369, -0.231, 1.034], [-1.005, -1.675, -5.247], [-2.076, -2.954, -0.079], [-4.862, -0.648, -4.467], [-0.528, -0.033, 2.285], [0.538, -3.297, 4.093], [-0.928, 2.951, -0.460], [-3.408, 1.339, -4.770], [-3.340, -1.120, -0.493], [-1.432, -4.119, -5.269], [-2.235, 0.687, 1.228], [4.478, 1.456, -0.140], [-3.102, -3.950, 1.934], [-1.802, -4.117, 4.035], [3.852, 3.586, -1.937], [-3.387, 0.789, -3.836], [-1.756, -0.353, 4.429], [4.695, 0.823, -0.898], [-4.108, 1.380, 0.441], [-5.350, 1.043, 2.550], [-0.838, -2.266, -4.352], [5.449, 3.143, 0.622], [2.758, 3.639, -0.172], [-1.082, -3.633, -4.365], [2.733, 4.137, 1.202], [-0.418, -3.752, -2.047], [4.026, 3.787, -0.875], [-0.196, -2.374, -2.016], [-2.542, 1.201, -2.809], [0.178, 0.088, -0.329], [0.507, -1.523, -0.528], [3.760, 4.174, 1.569], [-0.239, -4.339, -1.153], [1.930, 3.693, 3.148], [5.831, 0.720, 1.349], [0.845, 3.290, 1.803], [-4.188, -1.005, -2.461], [-3.634, 0.325, 3.630], [-1.351, -3.685, 3.148], [-1.502, -3.019, 0.836], [-0.209, -0.585, -3.165], [2.264, 1.501, 2.154], [4.447, 4.800, -0.805], [4.070, 1.452, 2.331], [-4.293, 0.807, 2.502], [-1.916, 2.078, -2.921], [-2.494, 0.506, -1.601], [-3.339, -0.589, -1.437], [-4.178, 0.178, 4.556], [-4.829, -1.868, -2.315], [0.532, -2.660, 2.041], [-2.079, -3.590, 1.970], [-1.583, 0.207, 2.363], [-3.593, 0.992, 1.314], [4.311, 0.868, 3.219]],
  "atomic_forces_ev_per_a": [[0.02, 0.01, -0.13], [0.51, 0.38, -0.50], [0.01, 0.02, 0.02], [-0.37, -0.09, 0.06], [0.02, 0.05, 0.03], [-0.08, 0.09, 0.01], [0.06, 0.06, -0.13], [-0.04, -0.08, -0.04], [0.07, 0.09, -0.02], [-0.02, -0.05, 0.00], [-0.12, -0.21, -0.06], [0.02, 0.00, 0.02], [-0.04, -0.04, -0.15], [0.09, 0.03, -0.06], [-0.14, 0.16, -0.11], [0.06, 0.17, 0.06], [0.20, 0.20, 0.19], [0.08, -0.05, 0.02], [-0.02, 0.01, -0.01], [0.02, -0.01, 0.05], [-0.07, 0.03, 0.01], [0.02, 0.02, 0.01], [-0.02, 0.01, 0.03], [-0.01, 0.01, -0.05], [-0.05, -0.02, -0.08], [0.00, 0.00, 0.02], [0.01, -0.05, -0.01], [0.01, 0.02, 0.04], [0.02, 0.08, 0.11], [0.64, 0.01, 0.21], [0.05, 0.02, -0.03], [0.03, 0.03, -0.05], [-0.02, 0.02, 0.02], [0.08, -0.02, 0.13], [-0.02, 0.02, -0.05], [0.15, -0.02, 0.03], [0.02, -0.01, 0.06], [0.00, 0.00, -0.01], [0.01, 0.05, 0.17], [-0.01, -0.04, 0.02], [0.18, 0.55, 0.15], [0.04, 0.00, 0.12], [0.07, -0.28, -0.15], [-0.09, -0.05, -0.14], [-0.17, -0.24, 0.29], [0.09, -0.13, -0.02], [-0.08, -0.12, -0.05], [-1.76, -1.16, -0.01], [0.09, 0.04, 0.22], [0.02, -0.01, 0.00], [0.02, -0.01, -0.07], [0.02, 0.00, 0.02], [0.06, 0.02, 0.00], [0.02, 0.03, 0.01], [0.15, 0.04, 0.18], [0.10, 0.01, -0.14], [0.03, 0.01, -0.03], [-0.08, -0.04, 0.17], [-0.04, 0.21, -0.01], [0.07, 0.08, -0.02], [0.07, 0.08, -0.07], [0.03, 0.02, -0.04], [0.20, -0.02, -0.07], [0.01, 0.01, -0.02], [-0.04, 0.05, -0.10], [-0.05, -0.13, -0.15], [0.01, 0.00, 0.00], [0.02, 0.02, 0.02], [-0.07, -0.03, 0.09], [0.10, 0.10, -0.15], [-0.14, 0.00, -0.02], [-0.09, 0.05, 0.09], [0.03, -0.02, 0.04]]
}

=====

No. 2
{
  "formula": "C43H36N2PTl",
  "method": "wB97M-V/def2-TZVPD",
  "total_energy_ev": -62134.9370,
  "multiplicity": 1,
  "orbital_gap_ev": [5.76, 5.70],
  "homo_energy_ev": [-6.48, -6.46],
  "symbols": ["H", "C", "H", "H", "H", "C", "H", "C", "C", "H", "C", "H", "H", "C", "H", "C", "H", "C", "C", "C", "Tl", "H", "H", "C", "H", "C", "C", "C", "H", "H", "C", "N", "C", "H", "C", "H", "H", "C", "C", "H", "C", "H", "C", "C", "P", "H", "H", "C", "C", "C", "H", "H", "H", "H", "C", "H", "C", "C", "C", "C", "C", "C", "N", "H", "H", "C", "C", "C", "C", "C", "C", "H", "H", "H", "H", "C", "H", "C", "H", "C", "H", "C", "C"],
  "positions_angstrom": [[0.894, -2.440, 4.648], [-5.124, 2.359, 3.116], [-1.451, 4.031, -3.386], [1.580, -0.275, -3.918], [-1.697, 1.696, -4.100], [-4.513, 2.326, -1.145], [3.143, -2.064, 5.552], [1.406, -2.023, 2.614], [-4.325, 1.837, 4.125], [-0.628, -1.369, 2.484], [-3.521, -1.002, -0.016], [-1.378, -0.173, -2.494], [-5.824, 2.729, -4.242], [2.194, 1.671, -2.333], [-0.922, 4.602, -1.033], [2.505, 2.680, -1.435], [-6.020, 0.267, -4.032], [2.355, 0.027, -0.586], [2.472, -1.695, 1.749], [-1.443, 1.906, -3.069], [-0.821, -2.279, 0.016], [-2.761, -0.574, 2.333], [4.995, -1.418, 4.023], [-5.590, 0.849, -3.227], [3.402, -5.706, -0.119], [-3.127, -2.177, -0.205], [3.073, -4.670, -0.048], [3.750, -1.488, 2.283], [2.848, -4.454, 0.999], [4.748, -0.443, -1.155], [6.130, -2.030, -1.528], [-0.547, 2.454, 0.881], [-4.102, 0.230, 0.173], [-4.849, 4.038, -2.382], [2.744, 2.367, -0.107], [2.555, 3.708, -1.772], [-0.389, 3.230, 1.500], [1.698, -2.157, 3.979], [-1.308, 3.242, -2.660], [2.009, 1.919, -3.372], [1.760, -0.719, -2.940], [-5.813, 3.165, 3.337], [5.351, -4.236, -1.003], [2.107, 0.342, -1.931], [2.260, -1.733, -0.072], [-5.209, -0.868, -1.993], [2.140, -4.563, -0.605], [-3.472, 0.778, 3.836], [-1.267, 0.860, -2.188], [-0.462, 1.142, 1.216], [4.566, -1.238, 1.617], [-2.862, 0.345, 4.620], [0.861, -1.264, -2.641], [2.563, -1.453, -3.039], [-4.185, 0.799, 1.516], [-5.712, 2.246, 1.065], [4.000, -1.596, 3.637], [4.913, -1.512, -1.106], [-0.948, 1.176, -0.870], [-5.060, 1.848, 1.831], [-4.610, 0.938, -1.017], [4.127, -3.734, -0.577], [-0.694, 0.344, 0.214], [2.864, 0.795, 1.345], [-0.443, -3.093, 2.763], [2.963, -1.947, 4.491], [6.349, -3.396, -1.476], [-0.841, 2.511, -0.469], [2.672, 1.045, 0.309], [3.906, -2.347, -0.629], [-0.027, -2.244, 2.221], [6.902, -1.363, -1.890], [2.992, 3.146, 0.603], [-0.224, 0.824, 2.219], [7.295, -3.809, -1.801], [-4.946, 2.963, -2.297], [-4.067, 2.905, -0.347], [-5.490, 2.230, -3.342], [5.525, -5.305, -0.966], [-5.147, 0.209, -2.083], [-4.377, 2.240, 5.128], [-3.407, 0.265, 2.554], [-1.010, 3.571, -1.352]],
  "atomic_forces_ev_per_a": [[-0.01, 0.02, -0.01], [0.01, 0.00, 0.02], [-0.01, 0.01, 0.00], [0.00, 0.01, -0.01], [-0.02, 0.00, -0.01], [0.01, 0.01, -0.01], [0.00, 0.01, 0.01], [0.13, -0.03, -0.11], [0.01, 0.01, 0.00], [0.00, 0.03, 0.14], [-0.13, 0.13, -0.03], [-0.04, 0.01, -0.02], [-0.03, 0.00, 0.00], [0.03, 0.01, -0.03], [0.01, 0.01, -0.01], [0.00, -0.01, 0.00], [0.02, 0.00, -0.02], [0.13, -0.06, 0.04], [-0.14, -0.21, 0.07], [0.03, -0.04, -0.03], [-0.01, 0.06, 0.46], [0.03, -0.04, 0.00], [0.01, -0.02, -0.01], [0.00, 0.00, -0.01], [0.00, 0.00, 0.00], [0.20, -0.23, 0.02], [0.02, 0.05, 0.00], [-0.01, 0.06, 0.01], [-0.01, -0.02, 0.01], [-0.02, 0.03, 0.01], [-0.01, 0.02, 0.00], [0.03, 0.00, 0.03], [0.08, -0.08, -0.11], [0.01, 0.01, 0.00], [-0.01, 0.02, 0.01], [0.01, 0.00, -0.02], [-0.01, -0.03, -0.01], [0.04, -0.01, 0.04], [0.02, 0.01, 0.03], [-0.03, -0.01, 0.00], [-0.01, -0.02, 0.06], [-0.01, 0.00, -0.01], [0.02, 0.01, 0.00], [0.04, 0.04, -0.05], [0.10, 0.32, -0.13], [-0.01, 0.00, -0.02], [-0.02, -0.02, -0.01], [0.00, 0.00, 0.00], [-0.02, 0.00, 0.05], [-0.07, 0.02, -0.01], [0.01, -0.03, -0.02], [0.00, 0.00, 0.00], [0.03, -0.01, -0.01], [0.01, 0.00, -0.01], [0.02, 0.03, 0.02], [-0.01, 0.00, 0.04], [0.04, 0.04, -0.01], [-0.06, -0.02, -0.04], [0.00, 0.06, 0.02], [0.01, -0.02, 0.01], [0.00, 0.01, 0.03], [-0.03, 0.00, 0.04], [-0.02, -0.03, -0.02], [0.00, 0.05, 0.00], [-0.02, 0.00, -0.02], [-0.03, -0.02, 0.00], [0.01, 0.01, 0.01], [-0.04, -0.02, 0.02], [-0.02, -0.04, 0.02], [-0.10, -0.11, 0.06], [-0.17, 0.03, -0.50], [0.00, 0.00, -0.01], [0.01, -0.01, 0.01], [0.02, 0.00, 0.02], [0.00, -0.01, -0.01], [0.01, 0.01, -0.01], [0.03, 0.01, -0.04], [0.02, -0.01, 0.00], [-0.01, 0.00, 0.01], [0.02, 0.00, 0.02], [-0.01, 0.00, 0.01], [-0.01, 0.03, 0.01], [-0.05, -0.01, 0.01]]
}